DFT (ωB97M-V with the def2-TZVPD basis set) results for the molecule C3H6N2O2S.

The geometry in XYZ format:
```
14
Properties=species:S:1:pos:R:3
H -1.54 3.10 -0.45
N -1.24 2.30 0.09
C -0.70 1.39 -0.60
N -0.31 0.23 0.02
O -0.33 0.34 1.42
C 0.85 -0.52 -0.40
C 0.74 -2.00 -0.07
O -0.02 -2.30 0.98
S 1.55 -3.12 -0.92
H -0.53 1.37 -1.68
H -0.84 1.20 1.55
H 1.77 -0.09 0.11
H 0.98 -0.41 -1.46
H -0.35 -1.51 1.39
```

Summary:
* relative energy (zero: lowest compared OMol25 entry of this formula, charge and spin): 73.19 kcal/mol
* DFT total energy: -21116.6758 eV
* SMILES string: [H]/N=C/N(O)CC(O)=S

=====

DFT (ωB97M-V with the def2-TZVPD basis set) results for the molecule C3H6N2O2S.

The geometry in XYZ format:
```
14
Properties=species:S:1:pos:R:3
C -0.67 1.43 0.24
C 0.72 -0.65 0.44
C 1.90 -0.52 -0.46
N -0.21 -1.41 0.03
N -1.39 -1.27 -0.01
O -2.95 0.27 1.12
O -2.44 0.51 -1.37
S -2.00 0.35 0.00
H -0.29 1.60 1.18
H -0.07 1.48 -0.60
H 0.72 -0.31 1.40
H 2.06 -1.47 -0.91
H 2.74 -0.27 0.24
H 1.86 0.26 -1.30
```

Summary:
* relative energy (zero: lowest compared OMol25 entry of this formula, charge and spin): 159.09 kcal/mol
* DFT total energy: -21112.9505 eV

=====

DFT (ωB97M-V with the def2-TZVPD basis set) results for the molecule C3H6N2O2S.

The geometry in XYZ format:
```
14
Properties=species:S:1:pos:R:3
C 0.92 0.10 0.46
C 0.04 1.02 -0.57
C 1.28 -1.31 0.07
N -1.11 0.35 -0.97
N -2.12 0.46 -0.07
O -2.82 -0.49 0.16
O -2.16 1.51 0.52
S -0.28 -2.32 0.10
H 1.77 0.62 0.67
H 0.30 0.07 1.29
H -0.19 1.94 -0.12
H 0.63 1.20 -1.50
H 1.82 -1.48 -0.86
H 1.91 -1.66 0.83
```

Summary:
* relative energy (zero: lowest compared OMol25 entry of this formula, charge and spin): 205.47 kcal/mol
* DFT total energy: -21110.9395 eV

=====

DFT (ωB97M-V with the def2-TZVPD basis set) results for a 2-piece molecular cluster, C3H6N2O2S overall.

The geometry in XYZ format:
```
14
Properties=species:S:1:pos:R:3
C -0.52 -0.87 -0.10
C 1.81 -0.97 0.03
C 0.54 1.26 -0.08
N -1.95 0.45 0.59
N 0.54 -0.23 -0.12
O -0.90 -1.98 -0.14
O -4.19 0.96 0.14
S -3.08 0.19 -0.37
H 2.10 -0.59 1.01
H 1.52 -2.07 0.18
H 2.61 -0.83 -0.71
H 0.16 1.53 -1.13
H -0.17 1.62 0.59
H 1.53 1.54 0.12
```

Summary:
* relative energy (zero: lowest compared OMol25 entry of this formula, charge and spin): 102.37 kcal/mol
* DFT total energy: -21115.4102 eV

=====

DFT (ωB97M-V with the def2-TZVPD basis set) results for C3H6N2O2Sn as an isolated structure.

The geometry in XYZ format:
```
14
Properties=species:S:1:pos:R:3
N 2.92 0.17 0.15
C 1.74 -0.24 0.20
C 0.66 0.70 -0.27
N -0.41 0.83 0.78
C -1.50 0.07 0.76
O -2.23 -0.41 1.53
O -2.02 -0.32 -0.82
H 3.60 -0.52 0.47
H 1.46 -1.23 0.58
H 0.26 0.40 -1.24
H 1.13 1.68 -0.39
H -0.75 1.80 0.75
H -1.42 -1.05 -1.05
Sn -3.45 -1.89 -1.46
```

Summary:
* total charge: +2
* DFT total energy: -16092.9677 eV

=====

DFT (ωB97M-V with the def2-TZVPD basis set) results for the molecule C3H6N2O3.

The geometry in XYZ format:
```
14
Properties=species:S:1:pos:R:3
N 2.60 -0.96 -0.28
N 1.35 -0.22 -0.42
C 1.24 0.83 0.28
O 0.15 1.58 0.25
C -0.93 1.05 -0.48
C -1.43 -0.31 0.02
O -2.22 -0.92 -0.67
O -0.93 -0.70 1.16
H 2.47 -1.67 -0.92
H 2.52 -1.46 0.61
H 2.02 1.26 0.82
H -1.79 1.72 -0.35
H -0.75 0.91 -1.56
H -1.34 -1.53 1.40
```

Summary:
* relative energy (zero: lowest compared OMol25 entry of this formula, charge and spin): 60.98 kcal/mol
* DFT total energy: -12329.5835 eV
* SMILES string: N/N=C/OCC(=O)O

=====

DFT (ωB97M-V with the def2-TZVPD basis set) results for the molecule C3H6N2O5.

The geometry in XYZ format:
```
16
Properties=species:S:1:pos:R:3
C -0.74 1.38 1.03
O -0.12 0.25 0.36
C 0.33 0.62 -0.88
O -0.67 1.02 -1.70
C 1.20 -0.57 -1.45
N 1.85 -1.21 -0.46
O 1.12 -0.84 -2.63
N 1.35 1.73 -0.76
O 1.32 2.53 -1.72
O 2.14 1.80 0.16
H -0.45 1.26 2.12
H -1.88 1.23 0.94
H -0.60 2.40 0.55
H -0.34 1.04 -2.62
H 1.85 -0.76 0.49
H 2.41 -2.05 -0.58
```

Summary:
* relative energy (zero: lowest compared OMol25 entry of this formula, charge and spin): 0.21 kcal/mol
* DFT total energy: -16422.8231 eV
* SMILES string: CO[C@](O)(C(N)=O)[N+](=O)[O-]

=====

DFT (ωB97M-V with the def2-TZVPD basis set) results for the molecule C3H6N2OS.

The geometry in XYZ format:
```
13
Properties=species:S:1:pos:R:3
H -2.47 0.64 -1.21
N -2.04 -0.33 -0.82
C -1.01 -0.38 0.03
N -0.73 -1.74 0.39
C -0.14 0.63 0.61
C 1.01 0.92 -0.38
O 1.97 0.01 0.11
S 1.32 2.29 -1.19
H 0.29 -1.75 0.44
H -0.88 -2.29 -0.58
H -0.58 1.60 1.11
H 0.35 -0.07 1.51
H 2.91 0.47 -0.02
```

Summary:
* relative energy (zero: lowest compared OMol25 entry of this formula, charge and spin): 80.15 kcal/mol
* DFT total energy: -19068.6912 eV
* SMILES string: [H]/N=C(/N)CC(O)=S

=====

DFT (ωB97M-V with the def2-TZVPD basis set) results for the molecule C3H6N2OS.

The geometry in XYZ format:
```
13
Properties=species:S:1:pos:R:3
H -0.81 0.89 1.50
N -0.16 1.40 0.92
C 0.54 0.61 0.17
N 1.50 1.28 -0.54
C 0.82 -0.69 0.11
S 2.40 -1.28 0.33
O -0.33 -1.57 0.08
C -1.74 -1.03 -0.18
H 1.49 2.24 -0.58
H 2.38 0.92 -1.09
H -1.66 -0.03 -0.72
H -2.27 -1.83 -0.80
H -2.15 -0.91 0.80
```

Summary:
* relative energy (zero: lowest compared OMol25 entry of this formula, charge and spin): 89.65 kcal/mol
* DFT total energy: -19068.2793 eV
* SMILES string: [H]/N=C(/N)C(=S)OC

=====

DFT (ωB97M-V with the def2-TZVPD basis set) results for the molecule C3H6N2OS.

The geometry in XYZ format:
```
13
Properties=species:S:1:pos:R:3
H -3.19 -1.39 -1.46
N -2.85 -0.40 -1.18
C -1.67 -0.45 -0.74
N -1.09 0.72 -0.24
C 0.20 0.91 0.24
S 0.77 2.30 0.80
O 0.86 -0.26 0.27
C 2.15 -0.36 0.78
H -1.04 -1.35 -0.70
H -1.57 1.57 -0.42
H 2.15 -0.12 1.84
H 2.43 -1.44 0.53
H 2.84 0.27 0.29
```

Summary:
* relative energy (zero: lowest compared OMol25 entry of this formula, charge and spin): 34.16 kcal/mol
* DFT total energy: -19070.6853 eV
* SMILES string: [H]/N=C/NC(=S)OC